77
Properties=species:S:1:pos:R:3 method="wB97M-V/def2-TZVPD" charge=+1 homo_lumo_gap_ev="7.14 / 8.03" total_energy_ha=-4790.534820 multiplicity=5 s_squared=6.1795
C -1.633 -1.632 3.482
H -2.759 1.352 -0.815
H -1.039 -1.705 -3.382
C 2.712 -1.849 0.075
Ge -1.558 1.302 -3.026
H 1.005 1.081 -2.342
H 1.901 -2.539 3.422
H -2.836 1.061 -5.217
H 0.366 -0.402 -2.779
Mn -0.216 0.233 -0.310
C -1.971 -2.853 2.851
H -1.540 5.101 1.302
H 1.900 -3.420 1.267
C -0.959 3.245 0.531
C 2.604 -2.622 1.424
H 3.555 -2.101 -0.533
H -3.227 -0.043 -1.734
C -2.146 0.413 -4.629
O 1.773 0.287 0.484
H 3.040 -0.766 4.304
H 3.529 -3.153 1.631
H 4.324 -1.548 3.321
H -3.249 -3.670 -0.504
C 0.120 0.496 -2.222
H 2.228 4.703 -0.695
H 1.441 7.060 0.971
C -0.954 0.737 3.508
H -1.339 -3.328 -3.870
C -1.680 -2.905 1.492
C 1.278 4.428 -0.272
C -1.288 3.213 -3.350
H 1.762 -1.968 -0.563
Si -1.092 -3.151 -1.475
H 0.698 7.082 -0.635
H -0.340 3.569 -2.856
H 0.318 -2.904 -3.477
H 4.546 -0.864 1.210
C -3.017 1.072 -1.791
N -0.872 -0.653 1.513
H -0.207 1.359 2.987
C 0.559 6.774 0.456
H -0.496 0.571 4.484
H 2.845 1.089 2.781
C -1.122 -0.555 2.828
H -1.316 0.056 -5.253
C -0.705 -2.719 -3.198
C 2.772 -0.418 0.490
C -0.816 4.598 0.766
H 1.904 2.435 -0.756
H -2.649 -4.951 -1.609
H 4.578 0.699 2.913
H -2.714 -0.445 -4.294
H -2.467 -3.634 3.429
N -0.005 2.454 0.081
H -1.191 3.376 -4.420
H -3.462 -3.505 -2.210
H -3.884 1.658 -2.082
C 0.236 -4.338 -0.800
H -1.866 -1.567 4.573
H 0.154 -4.467 0.251
H 0.240 -5.303 -1.304
C 0.354 5.273 0.376
C 2.193 -1.833 2.656
C 1.087 3.061 -0.372
C -1.081 -1.827 0.843
H 1.133 -3.770 -0.975
H -1.872 1.243 3.710
C 3.325 -0.980 3.284
H -1.842 -3.808 0.980
H 1.319 -1.305 2.404
N 3.931 -0.051 1.157
N -0.851 -1.711 -0.457
H -1.883 2.710 0.779
H -2.092 3.815 -2.917
H -0.313 7.257 0.947
C -2.794 -3.917 -1.426
C 3.612 0.319 2.592